1.
# C32H29N9O2S2Sn

A structure of composition C32H29N9O2S2Sn (the ωB97M-V functional and the def2-TZVPD basis, the OMol25 dataset).

Last column: Mulliken charge in e.
CARTESIAN COORDINATES (ANGSTROEM)
1 H -3.19443 2.22094 -1.48289  0.508
2 H 4.31551 -0.45161 -1.97913  0.461
3 H -1.53176 -2.38037 2.46571  0.370
4 S -1.76944 -1.19163 -1.58972  1.563
5 C -3.21189 -0.29361 2.60211  -0.484
6 H -0.70726 -1.47862 3.76760  0.301
7 N 1.15973 -2.51555 0.33659  -0.387
8 H 2.51137 5.77478 -0.01548  0.470
9 C 3.23047 4.97622 0.09302  -0.525
10 C -2.69020 3.12363 -1.16114  -0.477
11 C -4.28664 -4.28282 -2.08824  -0.814
12 C -1.31836 3.07484 -0.91148  -0.457
13 H -2.49350 2.47877 1.25924  0.171
14 N -2.52316 1.59025 1.74612  0.203
15 C 5.71212 -2.03342 0.67391  -0.520
16 O -1.25294 -1.30921 -2.92903  -0.768
17 S 0.18189 1.29905 1.55314  -0.243
18 C 5.35926 -1.77568 -0.64203  -0.600
19 N 0.68295 4.43400 -0.29966  -0.648
20 H 2.45866 -5.48413 -0.55599  0.391
21 O -2.29100 0.15124 -1.25052  -0.551
22 C -4.09904 -2.04985 -0.45628  -0.244
23 H 4.08064 0.54285 2.16203  0.479
24 C 4.45694 -0.10725 1.38250  0.254
25 Sn 0.00792 1.31871 -1.08869  0.633
26 C -3.22944 -3.40676 -2.24217  -0.423
27 H 6.33320 -2.88674 0.91359  0.396
28 C 1.78424 -4.64144 -0.53903  -0.888
29 C 0.11024 -2.53550 -0.50874  0.123
30 H 2.81172 -3.52404 0.99158  0.487
31 H -7.10565 -4.62165 -0.44297  0.226
32 H -3.75429 -1.12483 3.01245  0.506
33 C 5.42497 4.18462 0.57666  -0.698
34 H -4.02119 -1.16435 0.15930  0.438
35 H -0.89110 6.36378 -0.12244  0.457
36 H 4.85656 6.26812 0.58395  0.381
37 C -0.70241 4.28115 -0.54753  0.471
38 H -4.48601 4.30071 -1.20743  0.441
39 N -6.29389 -4.96363 -0.92934  -0.560
40 N -0.16464 -3.54464 -1.35472  -0.363
41 N -0.70080 -1.44290 -0.44775  0.094
42 C -1.42645 0.82628 1.89390  -0.108
43 C 5.01160 2.89170 0.35817  -0.593
44 H -4.36577 -5.15546 -2.72542  0.285
45 H 0.43024 -5.37430 -2.04708  0.420
46 C -3.13204 -2.29366 -1.42077  -0.731
47 H -0.10579 -1.40579 2.08283  0.057
48 H -5.91698 -2.73572 0.44838  0.292
49 H 5.51282 -1.40477 2.71593  0.370
50 H 5.71821 2.07859 0.44330  0.405
51 H -2.46667 -3.57376 -2.98808  0.479
52 C -2.78832 5.47441 -0.62694  -0.543
53 C -1.42322 5.46502 -0.40476  -0.498
54 H 2.50060 1.10633 -0.80009  -0.265
55 C 1.97076 -3.55939 0.30599  -0.189
56 H -6.51389 -5.55302 -1.71394  0.220
57 C 5.25622 -1.19662 1.68535  -0.769
58 H -3.35269 6.39056 -0.51466  0.369
59 C 3.68568 2.59443 -0.00717  0.918
60 C -5.26124 -4.05690 -1.11329  1.105
61 N 1.39855 3.41943 -0.38646  0.902
62 C -5.15699 -2.92549 -0.30055  -0.785
63 C 4.53386 5.24789 0.43230  -0.773
64 H 5.70224 -2.42768 -1.43433  0.411
65 C 0.66906 -4.57104 -1.35619  -0.128
66 C 4.58153 -0.66915 -0.95238  -0.197
67 N 3.33067 1.29236 -0.26035  0.432
68 C 2.78091 3.66850 -0.11089  -0.202
69 N -1.84344 -0.33154 2.42978  0.475
70 H 6.45644 4.37039 0.84633  0.384
71 C -3.64070 0.90811 2.16180  -0.607
72 H -4.62800 1.32694 2.11094  0.447
73 C -0.98899 -1.47097 2.71448  -0.687
74 C 4.13305 0.17069 0.05865  -0.477
75 C -3.42061 4.30026 -1.01190  -0.598

* ΔE to the lowest compared entry with this formula, charge and spin: 61.07 kJ/mol
* Kohn-Sham gap: 7.0 eV
* LUMO: -0.560 eV

2.
# C32H30Cl5F6IrN5O8Si

A structure of composition C32H30Cl5F6IrN5O8Si (the ωB97M-V functional and the def2-TZVPD basis, the OMol25 dataset).

Last column: Mulliken charge in e.
CARTESIAN COORDINATES (ANGSTROEM)
1 C -0.85081 -2.72412 2.47512  0.200
2 Si -2.68063 -2.62352 -0.46460  1.003
3 C 0.29322 -0.76251 -4.27312  -0.335
4 C 2.26976 0.02097 -0.41807  -1.927
5 H -4.94327 1.26634 2.88645  0.421
6 N 0.94414 -1.96224 -4.28985  0.047
7 O -2.30544 0.19016 1.21421  -0.059
8 H 1.95465 5.39111 -0.77810  0.571
9 H -1.90132 -4.15426 -2.25689  0.230
10 O 1.59203 0.00695 -6.04551  -0.649
11 C 2.46758 0.04483 0.96540  0.797
12 C -2.22107 1.87066 2.95410  0.291
13 H 0.96789 2.18794 1.85296  0.873
14 F -4.39982 1.67336 -0.04029  -0.299
15 H 1.91513 -5.10488 1.21239  0.480
16 Cl 1.06407 -0.30438 1.95130  -0.228
17 C 3.67910 0.35362 1.56328  0.178
18 H 3.67090 5.38644 0.55606  0.264
19 F -2.57820 2.81434 0.10701  -0.104
20 F -2.99140 2.52053 3.83629  -0.311
21 C 0.60438 3.89561 -1.49980  -1.639
22 O -0.08692 1.31741 -5.39567  -0.604
23 C -3.71157 -2.98150 1.05716  -1.065
24 H 1.11997 -4.64922 -3.88563  0.500
25 F -4.21207 3.22629 1.45757  -0.330
26 C -3.02961 1.17927 1.82454  1.645
27 Cl 6.28917 1.03676 1.47106  -0.188
28 H -4.66006 -2.02500 -1.67660  0.620
29 C 4.61206 0.65349 -0.63019  0.062
30 C 0.48185 -3.61182 0.66727  0.205
31 C -0.50388 -2.74898 1.12485  -0.738
32 N 0.12062 2.06609 -0.04059  0.616
33 C 0.65288 0.22812 -5.31663  0.585
34 O 2.32527 3.83394 2.91459  -0.694
35 H -1.61070 -2.02693 2.80593  0.364
36 O -1.79693 1.11466 -3.51067  -0.906
37 Cl 5.94956 1.04652 -1.63437  -0.186
38 O 5.16490 4.60275 2.96746  -0.537
39 F -1.32751 2.76409 2.49393  -0.222
40 C -0.53324 -0.82558 -3.18135  0.707
41 H -3.25949 -1.49667 -2.60944  0.264
42 H 1.65237 -2.18404 -4.97331  0.267
43 H -0.46755 -3.54487 4.40837  0.468
44 Cl 3.17942 0.33868 -2.91594  -0.220
45 C 0.48894 -2.70500 -3.25477  0.126
46 O -1.68507 0.39987 -1.44395  -0.438
47 N -0.40565 -2.03791 -2.55930  0.201
48 N -1.15205 -1.86738 0.21438  1.732
49 H -4.76763 -0.05742 1.71371  0.482
50 C 4.77132 0.65999 0.76066  0.531
51 C 0.99303 -4.07596 -2.96710  -1.600
52 O 1.12393 -0.26866 -0.97315  -0.232
53 H 4.62614 3.93302 3.40987  0.364
54 H -1.63369 -4.89355 -0.65764  0.328
55 Ir -0.55114 0.02561 0.15077  1.072
56 C -4.25708 0.52934 2.47335  -2.297
57 C 1.45120 4.45706 -0.56187  -0.332
58 C 0.89424 2.64613 0.88141  -0.193
59 C -3.54878 2.23774 0.82688  0.247
60 C 2.46150 4.28846 1.78998  0.321
61 F -1.52719 0.94646 3.64422  -0.295
62 H 0.28669 -4.60101 -2.32868  0.268
63 H -0.82662 1.27754 -4.72552  0.437
64 H 1.30623 -5.07760 3.60880  0.399
65 H -3.92381 -0.13348 3.27111  0.452
66 C 4.30162 5.63173 2.57209  -0.466
67 C -1.38114 0.28530 -2.69693  -0.322
68 N 3.39157 5.23575 1.51041  -0.182
69 C -0.20051 -3.56743 3.35963  -0.718
70 C 3.39087 0.33861 -1.20934  0.805
71 C -0.03549 2.70641 -1.21089  -0.320
72 H -4.68177 -3.35802 0.72119  0.420
73 H -3.26339 -3.73731 1.70251  0.362
74 C -2.30384 -4.27154 -1.25326  -1.283
75 H -3.80459 -0.54413 -1.21589  0.008
76 C 0.79599 -4.42668 2.91156  -0.930
77 C -3.67507 -1.55271 -1.60309  -1.024
78 C 1.13532 -4.44336 1.56758  -0.686
79 H -3.88284 -2.07988 1.64438  0.046
80 H 3.69726 5.98588 3.40816  0.308
81 H 0.75056 -3.59685 -0.38070  0.202
82 H 1.95864 -4.03245 -2.45881  0.284
83 H 4.91915 6.44451 2.19813  0.376
84 H -3.25902 -4.80121 -1.32370  0.455
85 H 0.43134 4.36298 -2.45819  0.595
86 Cl 3.81030 0.34747 3.27623  -0.175
87 H -0.71250 2.26877 -1.92588  0.809
88 C 1.59362 3.82050 0.66095  -0.550

* <S²>: 0.755
* ΔE to the lowest compared entry with this formula, charge and spin: 10.82 kJ/mol
* Kohn-Sham gap (spin up / spin down): 8.1 / 6.8 eV
* LUMO (spin up / spin down): -0.437 / -1.752 eV
* spin multiplicity: 2

3.
# C32H30ClSn

A structure of composition C32H30ClSn at a distorted geometry (the ωB97M-V functional and the def2-TZVPD basis, the OMol25 dataset).

Last column: Mulliken charge in e.
CARTESIAN COORDINATES (ANGSTROEM)
1 C 0.35762 -1.12124 0.82394  -0.726
2 H -2.16475 1.67212 -0.49456  0.514
3 H 0.94186 -1.52057 -1.74093  0.531
4 C -1.80146 2.56238 -3.70297  -0.416
5 H 3.03325 0.74193 -0.76295  0.406
6 C -0.45953 -1.02395 -0.20887  0.404
7 C 4.98747 1.66853 -3.35606  -0.460
8 C -2.44467 -1.83208 3.64381  -0.548
9 H -3.33983 3.65269 -4.71079  0.386
10 H -1.42163 0.59070 -6.98251  0.379
11 C -3.18504 -3.48825 2.06726  -0.706
12 H 6.02496 1.79449 -3.62000  0.367
13 C 0.37972 -4.39969 4.37024  -0.746
14 H 1.81754 3.14748 -0.43748  0.372
15 C -0.32435 -3.16962 4.32650  0.926
16 C 1.61291 -4.48155 4.95801  -0.594
17 H -1.89873 3.10459 -2.77616  0.369
18 C -1.54730 -3.04251 3.62442  0.294
19 C 4.00293 1.92980 -4.29095  -0.594
20 C 2.20683 -3.34827 5.51732  0.262
21 H -2.92127 -1.72764 4.62546  0.315
22 H 1.42111 -1.15459 0.68756  0.194
23 H -0.07592 -5.28157 3.95634  0.312
24 C 0.27398 -2.04911 4.96139  -0.459
25 H -3.09063 2.39258 -6.81154  0.368
26 C -0.14554 2.33965 -0.56293  0.333
27 H 2.14483 -5.41538 4.99832  0.378
28 H 1.98690 -1.27417 5.96841  0.362
29 H -2.74359 3.13004 1.41842  0.396
30 Sn 0.33316 1.08181 -2.16189  0.877
31 C -2.60482 2.86701 -4.78744  -0.596
32 C -2.09389 -3.97928 2.70387  -0.923
33 H -1.65633 -4.93552 2.48503  0.297
34 C 1.51662 -2.13749 5.52493  -0.686
35 C 3.31543 1.07826 -1.74840  -0.269
36 H -1.87054 -0.91740 3.46272  0.112
37 C 0.50519 3.97445 1.04468  -0.611
38 C -0.72679 0.84297 -4.97608  -0.409
39 C 0.00801 -0.97007 -1.60698  -1.301
40 C 2.67209 1.76641 -3.94998  -0.423
41 H -1.02614 4.60166 2.39234  0.380
42 H -3.38171 -1.38417 1.71670  0.152
43 C -1.74425 3.14019 1.01290  -0.860
44 H -0.00457 -1.18125 1.83155  0.031
45 H -0.72227 -1.39416 -2.29990  0.446
46 C -3.48765 -2.10162 2.53995  -0.449
47 C -1.52742 1.14578 -6.06362  -0.647
48 Cl 3.79737 -3.43675 6.15064  -0.308
49 H -1.52499 -0.95613 -0.03536  0.344
50 C 0.82169 3.15545 -0.02406  -0.438
51 C -0.87141 1.55420 -3.80720  0.173
52 C -0.77810 3.96467 1.55932  -0.446
53 H -0.25724 -1.11449 4.98726  0.334
54 H 1.89175 1.96345 -4.66739  0.360
55 C -2.46463 2.15770 -5.96598  -0.455
56 H 1.25906 4.61437 1.47513  0.388
57 H 5.41700 1.03506 -1.35813  0.404
58 C -1.42414 2.32280 -0.05633  -0.232
59 H 4.26955 2.25596 -5.28396  0.384
60 C 4.64764 1.24257 -2.08508  -0.691
61 H -3.74416 -4.01538 1.31226  0.392
62 H 0.00681 0.05423 -5.03540  0.474
63 H -4.51982 -2.03518 2.90860  0.316
64 C 2.34184 1.34313 -2.68339  0.266

* total charge: -1
* Kohn-Sham gap: 3.5 eV
* LUMO: 2.142 eV